[1]
The following is a quantum chemistry calculation of an isolated ion of composition CH6N3S2 and charge +1 in a non-equilibrium geometry, from the OMol25 dataset.

XYZ file:
```
12
CH6N3S2 ωB97M-V/def2-TZVPD
C -0.206 -0.156 -0.603
N -1.212 -0.579 -1.337
N 0.840 -0.915 -0.347
N -0.186 0.968 0.082
S 0.260 1.217 2.002
S 2.086 1.292 2.673
H -1.169 -1.176 -2.150
H -2.162 -0.115 -1.245
H 1.040 -1.736 -0.815
H 1.649 -0.339 0.119
H -0.909 1.674 -0.280
H -0.032 -0.135 1.902
```

Results
LUMO level = -5.3 eV
E_HOMO = -0.4952 hartree
energy above the lowest of the compared OMol25 structures with the same formula, charge and spin = 21.3 kcal per mole
charge = +1

***

[2]
The following is a quantum chemistry calculation of a 2-piece molecular cluster, C11H19NOSi overall in a non-equilibrium geometry, from the OMol25 dataset.

XYZ file:
```
33
C11H19NOSi ωB97M-V/def2-TZVPD
C 0.517 3.604 -0.918
C 0.191 2.451 -0.809
C 1.190 0.347 1.497
C -0.545 1.287 -0.663
C -1.725 1.160 -0.083
C -4.078 0.261 0.189
C -2.213 -0.700 1.548
C -2.195 -1.192 -0.935
C 4.221 0.593 -0.813
C 3.319 -2.302 0.336
C -2.477 -0.101 0.168
N 1.546 0.124 0.385
O 0.668 0.764 2.435
Si 2.817 -0.670 -0.538
H 0.775 4.608 -0.748
H -0.179 0.389 -1.122
H -2.032 2.030 0.452
H -4.507 0.386 -0.872
H -4.287 1.068 0.737
H -4.568 -0.532 0.567
H -2.695 -1.719 1.548
H -1.237 -1.038 1.570
H -2.421 -0.072 2.296
H -2.922 -1.928 -0.813
H -1.260 -1.638 -0.685
H -1.962 -0.808 -2.009
H 3.902 1.562 -0.396
H 5.247 0.240 -0.336
H 4.491 0.634 -1.806
H 4.080 -2.784 -0.163
H 3.819 -2.173 1.235
H 2.525 -2.942 0.600
H 1.993 -0.910 -1.851
```

Results
LUMO level = 0.7 eV
E_HOMO = -0.3179 hartree
energy above the lowest of the compared OMol25 structures with the same formula, charge and spin = 90.4 kcal per mole
charge = 0
SMILES = C#C/C=C/C(C)(C)C.C[SiH](C)N=C=O

***

[3]
The following is a quantum chemistry calculation of a 2-piece molecular cluster, C4H13NO2 overall in a non-equilibrium geometry, from the OMol25 dataset.

XYZ file:
```
20
C4H13NO2 ωB97M-V/def2-TZVPD
C -0.811 2.589 0.334
N -0.168 1.367 0.810
C -0.668 0.180 0.120
C 0.014 -1.068 0.628
C -0.832 -2.328 0.404
O 1.268 -1.296 -0.080
H -0.260 3.497 0.558
H -0.988 2.551 -0.738
H -1.776 2.660 0.842
H 0.824 1.393 0.640
H -0.465 0.286 -0.957
H -1.746 0.032 0.199
H 0.282 -1.008 1.678
H -0.295 -3.163 0.845
H -0.928 -2.470 -0.672
H -1.820 -2.204 0.826
H 1.977 -1.225 0.568
H 2.000 -0.677 -1.853
H 2.000 0.797 -1.841
O 2.394 0.086 -2.311
```

Results
LUMO level = 0.7 eV
E_HOMO = -0.3380 hartree
energy above the lowest of the compared OMol25 structures with the same formula, charge and spin = 17.4 kcal per mole
charge = 0
SMILES = CNC[C@@H](C)O.O

***

[4]
The following is a quantum chemistry calculation of C15H20Al2BBrCl4F6NaO19S as an isolated structure in a non-equilibrium geometry, from the OMol25 dataset.

XYZ file:
```
70
C15H20Al2BBrCl4F6NaO19S ωB97M-V/def2-TZVPD
F -1.926 -5.116 0.362
C -1.887 -4.480 -0.989
F -1.531 -5.470 -2.073
C -3.270 -3.703 -1.401
F -3.385 -3.554 -2.901
F -3.304 -2.351 -0.741
Al -5.002 -4.657 -0.809
Br -5.614 -4.149 1.516
H -1.018 -3.663 -1.016
H -4.998 -6.231 -1.084
H -6.165 -4.060 -1.755
Al -1.265 -1.814 0.008
B -2.284 2.316 2.834
O -2.266 0.875 2.561
C -3.331 0.342 3.173
O -3.614 -0.845 3.146
C -4.069 1.373 3.851
O -5.090 1.218 4.502
O -3.468 2.557 3.666
F -2.387 3.060 1.589
F -1.080 2.705 3.552
O -6.528 -1.282 2.096
H -5.603 -1.267 2.263
C 3.377 -0.023 2.289
C 3.542 -1.457 1.903
O 2.214 -1.887 1.674
C 1.481 -0.774 1.377
O 0.335 -0.794 0.961
O 2.199 0.364 1.606
H 4.226 0.593 1.977
H 3.220 0.106 3.365
H 4.117 -1.578 0.979
H 4.011 -2.049 2.694
Na 4.372 1.814 1.146
C 5.818 5.642 -4.561
C 6.026 5.183 -3.132
C 4.809 4.558 -2.519
O 5.001 4.808 -1.138
C 5.755 5.945 -1.054
O 5.948 6.571 -0.026
O 6.260 6.290 -2.276
H 6.701 6.181 -4.920
H 5.629 4.793 -5.225
H 4.976 6.340 -4.633
H 6.897 4.518 -3.071
H 4.748 3.484 -2.714
H 3.871 5.032 -2.828
C -5.528 -1.949 6.899
Cl -5.760 -2.587 5.252
Cl -7.100 -1.445 7.569
Cl -4.821 -3.216 7.933
Cl -4.430 -0.547 6.844
C -1.598 -1.073 -3.822
C -2.122 -0.224 -4.934
O -1.137 0.784 -5.066
C 0.024 0.272 -4.563
O 1.115 0.806 -4.670
O -0.195 -0.915 -3.925
H -1.878 -2.124 -3.933
H -1.922 -0.720 -2.837
H -2.196 -0.772 -5.879
H -3.096 0.214 -4.700
O 4.585 0.552 5.400
S 4.700 -0.878 5.738
O 5.003 -1.649 4.518
O 3.427 -1.351 6.313
O 5.783 -1.066 6.720
O -3.094 -2.381 -7.324
H -2.738 -3.225 -7.640
H -3.469 -1.972 -8.120
```

Results
LUMO level = -3.6 eV
E_HOMO = -0.1775 hartree
charge = -1

***

[5]
The following is a quantum chemistry calculation of one molecule with the formula C7H9NO2S in a non-equilibrium geometry, from the OMol25 dataset.

XYZ file:
```
20
C7H9NO2S ωB97M-V/def2-TZVPD
C 0.782 -1.640 -0.829
C -0.029 -1.076 0.066
C -1.390 0.905 -0.073
C -2.052 0.200 1.132
C 0.778 1.269 -1.165
C 1.951 0.375 -1.357
C 0.053 0.983 0.031
N -0.435 -1.337 2.690
O -2.058 1.276 -1.012
O 1.649 -1.013 -1.668
S -1.246 -1.459 1.400
H 0.560 -2.658 -0.921
H -1.868 0.812 2.096
H -3.127 -0.042 1.283
H 1.164 2.348 -1.000
H 0.041 1.355 -2.013
H 2.509 0.713 -2.292
H 2.653 0.410 -0.471
H 0.473 0.756 0.959
H -0.405 -2.177 3.144
```

Results
LUMO level (alpha / beta) = 0.6 / -2.7 eV
E_HOMO (alpha / beta) = -0.2191 / -0.3248 hartree
spin multiplicity = 3
energy above the lowest of the compared OMol25 structures with the same formula, charge and spin = 84.6 kcal per mole
charge = 0

***

[6]
The following is a quantum chemistry calculation of C24H28Br2NO7PS as an isolated structure in a non-equilibrium geometry, from the OMol25 dataset.

XYZ file:
```
64
C24H28Br2NO7PS ωB97M-V/def2-TZVPD
C -2.792 -3.753 -4.288
C -1.949 -4.690 -3.352
C -2.328 -4.375 -1.864
O -1.105 -4.065 -1.180
C -1.198 -3.098 -0.156
S -2.705 -2.966 0.884
N -0.187 -3.615 0.810
C 1.086 -3.309 0.248
O 2.001 -4.014 0.502
C 1.021 -2.040 -0.673
C 1.808 -0.934 0.064
Br 2.866 -1.336 1.641
C 1.796 0.321 -0.337
C 1.059 0.808 -1.559
Br 2.735 1.706 0.632
P 1.634 -2.457 -2.405
C 2.256 -4.189 -2.438
O 3.009 -1.528 -2.672
C -0.538 -1.731 -0.549
C -1.315 -1.270 -1.815
H -2.810 -2.734 -3.871
H -3.832 -4.108 -4.279
H -2.371 -3.674 -5.297
H -0.903 -4.427 -3.554
H -2.201 -5.717 -3.638
H -3.044 -3.549 -1.900
H -2.765 -5.290 -1.431
H -3.262 -4.189 0.728
H -0.337 -3.280 1.756
H 0.142 1.335 -1.259
H 0.856 0.038 -2.307
H 1.689 1.577 -2.034
H 1.490 -4.928 -2.167
H 2.738 -4.436 -3.392
H 3.047 -4.299 -1.673
H 2.850 -1.109 -3.529
H -0.704 -1.003 0.258
H -1.018 -1.799 -2.725
H -1.303 -0.186 -1.976
H -2.378 -1.509 -1.631
C 1.767 4.562 5.735
C 2.848 5.269 6.056
C 4.096 5.171 5.261
O 5.081 5.814 5.555
C 4.093 4.255 4.095
C 3.013 3.548 3.774
C 1.765 3.646 4.568
O 0.779 3.003 4.275
H 0.847 4.620 6.303
H 2.868 5.943 6.903
H 5.013 4.197 3.526
H 2.991 2.873 2.926
C -2.145 5.326 0.229
C -1.958 4.627 -0.888
C -2.148 3.158 -0.916
O -1.974 2.520 -1.935
C -2.556 2.496 0.346
C -2.743 3.193 1.464
C -2.553 4.664 1.493
O -2.726 5.301 2.509
H -2.011 6.399 0.270
H -1.661 5.093 -1.819
H -2.690 1.421 0.304
H -3.040 2.726 2.394
```

Results
LUMO level = -1.7 eV
E_HOMO = -0.3079 hartree
charge = 0

***

[7]
The following is a quantum chemistry calculation of one molecule with the formula C5H10O, from the OMol25 dataset.

XYZ file:
```
16
C5H10O ωB97M-V/def2-TZVPD
C 1.020 -1.102 0.576
C 0.408 0.134 -0.086
C 1.082 0.434 -1.431
C -1.108 0.283 -0.149
C -1.895 0.255 1.086
O -1.478 1.488 0.535
H 0.536 -1.339 1.529
H 2.073 -0.879 0.790
H 0.997 -1.999 -0.054
H 0.558 0.973 0.592
H 2.122 0.737 -1.267
H 0.581 1.247 -1.967
H 1.103 -0.440 -2.096
H -1.611 0.158 -1.107
H -2.972 0.120 1.041
H -1.414 -0.071 2.009
```

Results
LUMO level = 1.1 eV
E_HOMO = -0.3721 hartree
energy above the lowest of the compared OMol25 structures with the same formula, charge and spin = 35.8 kcal per mole
charge = 0
SMILES = CC(C)[C@H]1CO1

***

[8]
The following is a quantum chemistry calculation of C14H28N6RuS as an isolated structure, from the OMol25 dataset.

XYZ file:
```
50
C14H28N6RuS ωB97M-V/def2-TZVPD
Ru 0.197 -0.696 0.413
C 0.857 -0.750 3.859
C -0.452 -0.214 3.284
N -1.105 -1.125 2.303
C -2.534 -0.765 2.066
C -2.650 0.504 1.252
N -1.843 0.309 0.033
C -1.668 1.435 -0.932
C -1.138 2.725 -0.328
C -0.064 2.617 0.744
N 0.972 1.557 0.556
C 1.965 1.656 1.661
C 2.881 0.461 1.693
N 2.102 -0.804 1.627
C 1.796 -1.492 2.919
H 0.638 -1.458 4.661
H 1.365 0.087 4.344
H -0.302 0.738 2.776
H -1.129 -0.008 4.113
H -1.072 -2.078 2.649
H -3.053 -0.650 3.016
H -3.001 -1.592 1.533
H -2.295 1.377 1.794
H -3.699 0.679 1.011
H -2.268 -0.452 -0.492
H -2.606 1.648 -1.444
H -0.986 1.071 -1.700
H -1.951 3.305 0.112
H -0.780 3.319 -1.170
H -0.509 2.430 1.720
H 0.429 3.585 0.824
H 1.456 1.717 -0.325
H 1.412 1.749 2.592
H 2.557 2.564 1.557
H 3.497 0.489 2.592
H 3.555 0.477 0.838
H 2.638 -1.469 1.078
H 2.722 -1.700 3.454
H 1.366 -2.457 2.648
S -0.180 -1.705 -1.807
C 0.660 -3.139 -1.338
N 0.695 -4.205 -2.160
C 1.341 -5.354 -1.846
C 1.985 -5.441 -0.648
C 1.919 -4.326 0.176
N 1.276 -3.197 -0.157
H 0.212 -4.139 -3.051
H 1.300 -6.154 -2.573
H 2.516 -6.336 -0.359
H 2.401 -4.344 1.147
```

Results
LUMO level (alpha / beta) = -10.0 / -11.8 eV
E_HOMO (alpha / beta) = -0.6735 / -0.7016 hartree
spin multiplicity = 6
charge = +3